Here is 2 unconnected molecules or ions with the total composition C8H11NO3 from the Open Molecules 2025 dataset. Energies are from wB97M-V/def2-TZVPD.

As for the HOMO energy: -6.77 eV. The gap between HOMO and LUMO is 6.5 eV. The value obtained for the energy above the lowest of the compared OMol25 structures with the same formula, charge and spin is 4.684 eV.

Cartesian coordinates (Å):
C: 0.678 -2.460 0.575
C: 1.069 -1.763 1.715
C: -0.066 -1.633 -0.264
C: 0.353 -0.621 1.617
C: 0.925 0.585 -2.397
C: 0.537 1.248 -1.320
C: -1.341 2.084 0.245
C: -0.751 1.096 -0.734
N: -0.353 -0.500 0.459
O: -0.615 -2.013 -1.435
O: 0.442 0.526 2.406
O: -2.483 1.777 0.976
H: 1.130 -3.346 0.065
H: 1.771 -2.012 2.559
H: 1.859 0.670 -2.769
H: 0.173 -0.029 -2.894
H: 1.379 1.764 -0.762
H: -0.402 2.497 0.687
H: -1.626 2.995 -0.409
H: -1.357 0.533 -1.392
H: -0.270 -2.892 -1.598
H: 1.104 0.481 3.080
H: -2.157 1.011 1.587

Atoms 1-6, force components in eV/Å:
C 0.92 -1.66 -3.83
C 0.54 0.02 1.98
C 0.74 -1.14 3.21
C 1.02 2.41 1.08
C -3.70 -0.29 0.49
C 3.06 1.17 1.04